No. 1
Computed, not measured: 3 unconnected molecules or ions with the total composition C4H14NO3, with ωB97M-V/def2-TZVPD.

Summary:
Charge: -1
LUMO energy (eV): 4.09
Orbital gap (eV): 8.67
Energy relative to the best compared isomer or geometry (same formula, charge and spin) (kcal/mol): 17.09
DFT total energy (eV): -12008.1550

Last column: natural (NBO) charge in e.
Atoms and positions in Å:
C -1.209 -0.844 -1.034  -0.06
O -2.028 -0.034 -0.245  -0.80
C -0.213 -0.068 -1.925  -0.43
C 1.178 0.217 -1.322  -0.40
C 1.046 0.975 0.009  -0.25
N 0.274 2.264 -0.309  -0.88
H -0.699 -1.675 -0.539  0.18
H -1.863 -1.348 -1.798  0.13
H -0.046 -0.605 -2.876  0.18
H -0.725 0.776 -2.430  0.21
H 1.619 -0.753 -1.047  0.19
H 1.878 0.712 -2.018  0.19
H 1.973 1.312 0.409  0.18
H 0.330 0.420 0.606  0.25
H -0.704 1.989 -0.242  0.37
H 0.412 2.972 0.399  0.34
H 1.082 -2.022 3.550  0.44
H 0.537 -1.242 2.471  0.52
O 1.450 -1.526 2.802  -1.01
H -1.760 -0.252 0.714  0.52
H -1.553 -0.600 2.793  0.43
O -0.980 -0.667 2.031  -1.27



No. 2
Computed, not measured: a molecular structure, C20H40MnP2Si, with ωB97M-V/def2-TZVPD.

Summary:
LUMO energy (spin up / spin down) (eV): 0.39 / 0.27
Orbital gap (spin up / spin down) (eV): 4.62 / 6.23
2S+1: 6
⟨S²⟩: 8.822
Energy relative to the best compared isomer or geometry (same formula, charge and spin) (kcal/mol): 0.00
DFT total energy (eV): -79158.5948

Last column: natural (NBO) charge in e.
Atoms and positions in Å:
P 0.252 1.848 -5.591  0.85
P 1.557 -1.067 -5.541  0.85
C 1.187 1.269 -7.094  -0.72
C 1.213 -0.262 -7.191  -0.70
H 2.207 1.679 -7.006  0.22
H 0.700 1.712 -7.976  0.21
H 0.244 -0.661 -7.536  0.22
H 1.998 -0.608 -7.882  0.21
C 3.355 -0.702 -5.413  -0.95
H 3.784 -1.313 -4.606  0.24
H 3.522 0.361 -5.189  0.24
H 3.837 -0.961 -6.365  0.21
C 1.589 -2.820 -6.067  -0.95
H 2.369 -2.961 -6.829  0.21
H 0.609 -3.099 -6.483  0.23
H 1.805 -3.452 -5.194  0.24
C 0.290 3.659 -5.798  -0.95
H -0.276 4.110 -4.971  0.24
H -0.163 3.942 -6.761  0.21
H 1.333 4.009 -5.753  0.24
C -1.457 1.440 -6.152  -0.95
H -1.618 0.352 -6.164  0.23
H -1.616 1.844 -7.161  0.21
H -2.173 1.899 -5.457  0.24
Mn -0.301 0.556 -0.519  0.98
C 0.256 -1.400 -1.377  -0.37
C 1.426 -0.654 -1.183  -0.42
C 2.111 0.126 -2.278  -0.44
C 1.702 1.624 -2.381  -0.44
C 0.264 1.929 -2.097  -0.44
C -0.838 1.140 -2.529  -0.49
C -0.662 -0.074 -3.388  -0.55
C -0.493 -1.447 -2.684  -0.43
C -1.761 1.972 0.861  -0.67
H 0.027 -2.205 -0.660  0.22
H 2.045 -0.860 -0.297  0.22
H 1.959 -0.376 -3.254  0.22
H 3.203 0.078 -2.140  0.21
H 2.328 2.183 -1.663  0.21
H 1.980 2.010 -3.381  0.21
H 0.060 2.983 -1.862  0.21
H -1.820 1.635 -2.588  0.21
H 0.260 0.099 -3.989  0.29
H -1.471 -0.154 -4.129  0.21
H -1.491 -1.891 -2.529  0.21
H 0.031 -2.120 -3.390  0.20
H -2.845 1.843 0.943  0.24
H -1.522 2.092 -0.214  0.23
H -1.535 2.933 1.347  0.25
C 1.291 -0.689 4.763  -1.11
Si -0.475 -0.582 4.154  1.59
C -1.253 -2.281 4.269  -1.11
C -1.411 0.544 5.359  -1.09
C -0.655 0.142 2.454  -0.37
C -1.016 0.850 1.461  -0.21
H 1.296 -0.803 5.858  0.24
H 1.860 0.217 4.522  0.24
H 1.828 -1.548 4.341  0.24
H -1.476 -2.537 5.316  0.24
H -2.195 -2.308 3.709  0.24
H -0.597 -3.064 3.867  0.24
H -0.973 1.552 5.378  0.24
H -2.460 0.648 5.049  0.24
H -1.396 0.141 6.383  0.24



No. 3
Computed, not measured: 2 unconnected molecules or ions with the total composition C3H5NO2P, with ωB97M-V/def2-TZVPD.

Summary:
Charge: -1
LUMO energy (eV): 3.93
Orbital gap (eV): 7.25
Energy relative to the best compared isomer or geometry (same formula, charge and spin) (kcal/mol): 33.27
DFT total energy (eV): -18066.6906

Last column: natural (NBO) charge in e.
Atoms and positions in Å:
C 4.756 0.880 0.153  0.08
C -2.802 -0.242 -0.153  -0.66
C -1.569 0.145 0.584  -0.95
N 5.630 1.549 -0.223  -0.38
O 1.201 -0.376 0.226  -1.15
O -0.490 -1.475 -1.354  -1.13
P -0.214 -0.450 -0.282  2.08
H -3.561 -0.566 0.648  0.17
H -3.154 0.679 -0.731  0.17
H -2.354 -1.032 -0.801  0.27
H 4.018 0.053 0.477  0.29
H -1.461 0.835 1.456  0.22



No. 4
Computed, not measured: a molecular structure, C6H11IN3, with ωB97M-V/def2-TZVPD.

Summary:
Charge: +1
LUMO energy (eV): -3.22
Orbital gap (eV): 9.68
Energy relative to the best compared isomer or geometry (same formula, charge and spin) (kcal/mol): 68.77
DFT total energy (eV): -18960.3740

Last column: natural (NBO) charge in e.
Atoms and positions in Å:
C -1.231 -1.441 0.037  0.52
C 2.352 1.389 0.116  -0.43
C 2.655 -0.150 0.179  -0.38
C -1.073 1.095 0.276  -0.30
C -2.073 0.273 -0.562  -0.40
C 1.280 0.354 -0.229  -0.08
N -0.191 -1.145 0.676  -0.37
N -1.857 -2.569 -0.187  -0.78
N 0.191 0.245 0.730  -0.19
I -4.118 0.379 0.104  0.22
H 2.118 2.213 0.912  0.23
H 2.869 1.890 -0.613  0.24
H 3.189 -0.349 -0.804  0.25
H 2.835 -0.792 0.921  0.24
H -0.681 1.835 -0.474  0.25
H -1.406 1.537 1.262  0.26
H -2.005 0.267 -1.593  0.21
H 0.881 0.351 -1.223  0.23
H -2.700 -2.549 -0.786  0.42
H -1.465 -3.423 -0.363  0.42
H 0.431 0.590 1.622  0.44



No. 5
Computed, not measured: a gas-phase ion, C5H8N4 (charge +2), with ωB97M-V/def2-TZVPD.

Summary:
Charge: +2
LUMO energy (spin up / spin down) (eV): -9.77 / -9.76
Orbital gap (spin up / spin down) (eV): 7.16 / 7.16
Energy relative to the best compared isomer or geometry (same formula, charge and spin) (kcal/mol): 90.41
DFT total energy (eV): -11251.2092
SMILES: C=C=[NH+]/C=[NH+]\C=N\N=C

Last column: natural (NBO) charge in e.
Atoms and positions in Å:
C 0.343 1.657 -0.246  0.01
C -2.037 1.107 0.182  0.23
C -1.302 -1.162 0.051  0.47
C -0.946 -2.400 -0.175  -0.32
C 3.153 -0.276 0.139  -0.02
N 2.018 0.176 0.020  0.01
N 0.887 0.470 -0.126  -0.08
N -0.988 1.855 -0.044  -0.37
N -2.062 -0.270 0.371  -0.51
H 0.864 2.576 -0.095  0.23
H -3.080 1.585 0.277  0.28
H -0.118 -2.863 0.238  0.29
H -1.397 -2.865 -1.060  0.32
H 3.679 -0.647 -0.640  0.24
H 3.555 -0.417 1.208  0.26
H -1.109 2.835 -0.313  0.49
H -2.891 -0.416 1.030  0.48



No. 6
Computed, not measured: a molecular structure, C36H44LuN3P, with ωB97M-V/def2-TZVPD.

Summary:
Charge: -1
LUMO energy (spin up / spin down) (eV): 2.64 / 2.60
Orbital gap (spin up / spin down) (eV): 3.64 / 2.92
Energy relative to the best compared isomer or geometry (same formula, charge and spin) (kcal/mol): 95.92
DFT total energy (eV): -85420.7814

Last column: Mulliken charge in e.
Atoms and positions in Å:
Lu 0.195 0.323 -0.218  0.02
N -3.669 -1.726 1.607  -0.38
N -1.123 -1.404 -1.128  0.57
C 2.478 0.956 -0.231  0.32
C 2.530 -0.425 0.174  1.27
C 1.973 -0.514 1.491  0.18
C 1.739 -1.756 2.283  -1.12
H 1.930 -2.655 1.680  0.19
H 0.703 -1.808 2.663  0.23
H 2.403 -1.773 3.164  0.33
C 1.578 0.796 1.907  0.11
C 0.673 1.098 3.054  -1.39
H 1.202 1.683 3.820  0.35
H 0.347 0.158 3.524  0.30
H -0.213 1.692 2.743  0.06
C 1.921 1.715 0.869  0.98
C 1.644 3.178 0.891  -1.09
H 0.731 3.411 1.455  0.09
H 1.525 3.615 -0.111  0.27
H 2.466 3.696 1.409  0.38
C 3.097 -1.559 -0.616  -1.53
H 4.197 -1.555 -0.561  0.32
H 2.803 -1.530 -1.676  0.18
H 2.739 -2.523 -0.240  0.39
C 2.779 1.500 -1.588  -1.21
H 1.895 1.660 -2.247  0.09
H 3.413 0.798 -2.147  0.32
H 3.268 2.476 -1.444  0.44
C -3.906 -2.014 2.893  -0.27
H -4.630 -1.393 3.423  0.39
C -3.254 -3.066 3.573  -0.51
H -3.492 -3.289 4.614  0.40
C -2.331 -3.815 2.829  -0.59
H -2.005 -4.805 3.158  0.40
C -1.862 -3.291 1.612  -0.50
H -1.047 -3.776 1.059  0.23
C -2.406 -2.064 1.124  0.25
C -1.353 -1.251 0.294  0.40
H -0.356 -1.333 0.823  -0.49
C -1.111 -0.277 -1.951  -1.15
C -0.646 -2.504 -1.890  -0.51
H -0.401 -3.444 -1.419  0.46
C -0.511 -2.059 -3.162  -0.90
H -0.173 -2.579 -4.049  0.39
N -0.939 -0.731 -3.206  1.53
C -1.078 0.204 -4.296  -1.09
C 0.080 0.758 -4.860  1.48
C 0.055 2.116 -5.216  -0.83
H 0.990 2.588 -5.534  0.21
C -1.096 2.897 -5.053  0.53
C -1.056 4.394 -5.256  -1.48
H -0.838 4.922 -4.311  0.20
H -2.033 4.749 -5.611  0.38
H -0.282 4.677 -5.984  0.38
C -2.277 2.280 -4.616  -0.59
H -3.173 2.902 -4.484  0.17
C -2.283 0.941 -4.242  1.03
C -3.522 0.354 -3.661  -1.46
H -3.787 -0.618 -4.087  0.36
H -4.375 1.027 -3.809  0.41
H -3.376 0.208 -2.589  -0.08
C 1.350 -0.017 -4.950  -1.49
H 1.220 -0.996 -5.427  0.36
H 1.793 -0.170 -3.957  0.04
H 2.075 0.555 -5.537  0.48
C -3.615 1.816 -0.622  -1.73
P -1.923 2.085 -0.013  1.76
C -1.503 3.600 -0.967  -1.24
C -2.348 2.736 1.660  -0.04
C -1.751 3.886 2.212  -0.01
C -2.050 4.273 3.524  -0.77
C -3.009 3.574 4.264  -0.56
C -3.669 2.479 3.688  -0.67
C -3.319 2.043 2.410  -0.58
H -3.910 0.775 -0.454  0.25
H -4.307 2.478 -0.086  0.54
H -3.673 2.046 -1.691  0.38
H -2.427 4.085 -1.312  0.42
H -0.913 4.315 -0.382  0.48
H -0.917 3.304 -1.850  0.00
H -1.069 4.501 1.621  0.26
H -1.533 5.134 3.959  0.38
H -3.246 3.884 5.284  0.35
H -4.459 1.959 4.237  0.39
H -3.816 1.165 1.984  0.20